(1)
Density functional theory data (ωB97M-V/def2-TZVPD) for a cluster of 6 separate species, C28H61N7O7S2 in total at a distorted geometry.

Each line ends with the Mulliken charge.
Cartesian coordinates (Å):
O (2.8652, -0.8376, -0.2331)  -0.560
C (3.0418, -0.4835, -1.4377)  0.462
O (3.9397, 0.5970, -1.7177)  -0.392
C (2.1963, -1.2403, -2.6077)  -0.415
C (0.6418, -0.8929, -2.2795)  0.267
C (-0.3970, -1.9959, -1.9562)  -0.676
C (-1.8673, -1.5283, -1.6101)  -0.463
C (-2.2242, 0.0033, -1.6039)  0.061
S (-3.9671, 0.4831, -1.1338)  -0.295
C (-1.1846, 1.1264, -1.9481)  0.575
N (-1.2948, 2.5585, -1.9996)  -0.583
S (0.2307, 3.2344, -2.4701)  0.227
N (1.1487, 1.7717, -2.5917)  -0.383
C (0.2877, 0.6615, -2.2968)  0.312
H (3.5317, 1.3861, -1.2709)  0.319
H (2.5025, -0.8899, -3.6566)  0.324
H (2.3925, -2.3719, -2.4575)  0.292
H (-0.0324, -3.0758, -1.9766)  0.289
H (-2.6733, -2.2839, -1.3314)  0.378
H (-3.9295, 0.8109, 0.2370)  0.195
C (6.9965, 4.5110, -4.0887)  -1.488
C (5.5374, 4.3975, -3.6572)  0.150
C (5.3111, 4.7185, -2.1657)  -0.325
O (5.6912, 3.6692, -1.2763)  -0.302
C (7.0733, 3.6422, -0.9595)  -0.788
N (5.0408, 3.0589, -4.0048)  -0.683
H (7.6045, 3.6735, -3.7403)  0.273
H (7.0697, 4.5263, -5.1800)  0.384
H (7.4448, 5.4358, -3.7146)  0.341
H (4.9717, 5.1336, -4.2392)  0.427
H (4.2345, 4.8539, -2.0118)  0.118
H (5.7860, 5.6640, -1.8785)  0.464
H (7.5046, 4.6455, -0.9016)  0.338
H (7.6143, 3.0342, -1.6871)  0.257
H (7.1849, 3.1622, 0.0156)  0.272
H (4.0432, 3.0164, -3.7991)  0.248
H (5.4507, 2.4011, -3.3396)  0.325
C (1.4652, 8.2793, 1.3442)  -1.462
C (2.0207, 6.9283, 0.9035)  0.278
C (3.3146, 7.0335, 0.0728)  -0.551
O (3.1083, 7.4279, -1.2840)  -0.300
C (2.9907, 8.8289, -1.4721)  -0.778
N (0.9770, 6.1961, 0.1769)  -0.690
H (0.9843, 8.8228, 0.5282)  0.270
H (0.7114, 8.1435, 2.1251)  0.372
H (2.2562, 8.9127, 1.7553)  0.349
H (2.2614, 6.3684, 1.8139)  0.430
H (3.7597, 6.0332, 0.0206)  0.205
H (4.0574, 7.6783, 0.5573)  0.484
H (3.6275, 9.3940, -0.7858)  0.354
H (1.9482, 9.1362, -1.3682)  0.240
H (3.2985, 9.0572, -2.4952)  0.240
H (1.3261, 5.2621, -0.0350)  0.227
H (0.8856, 6.6323, -0.7420)  0.340
C (5.7407, -3.9393, 1.3297)  -1.356
C (5.6429, -5.4568, 1.2035)  0.367
C (4.6211, -5.9206, 0.1452)  -0.676
O (3.2613, -5.8335, 0.5657)  -0.438
C (2.6851, -4.5460, 0.4163)  -0.548
N (5.3500, -6.0267, 2.5251)  -0.731
H (4.8881, -3.5050, 1.8555)  0.254
H (6.6373, -3.6620, 1.8916)  0.362
H (5.8092, -3.4680, 0.3452)  0.330
H (6.6279, -5.8175, 0.8867)  0.389
H (4.7977, -6.9850, -0.0474)  0.358
H (4.7666, -5.4042, -0.8111)  0.359
H (3.0610, -4.0231, -0.4678)  0.203
H (2.8573, -3.9510, 1.3148)  0.227
H (1.6048, -4.6716, 0.3091)  0.319
H (5.3752, -7.0431, 2.4553)  0.271
H (4.3705, -5.8246, 2.7314)  0.319
C (-8.4799, -2.2161, 1.4577)  -1.287
C (-7.4402, -1.2571, 0.8853)  0.525
C (-8.0548, 0.0010, 0.2380)  -0.737
O (-8.6137, -0.2188, -1.0553)  -0.379
C (-9.9338, -0.7367, -1.0414)  -0.652
N (-6.5859, -1.9889, -0.0590)  -0.537
H (-9.0036, -2.7806, 0.6834)  0.274
H (-8.0007, -2.9468, 2.1163)  0.144
H (-9.2258, -1.6775, 2.0492)  0.361
H (-6.8162, -0.9226, 1.7220)  0.384
H (-7.2484, 0.7277, 0.0859)  0.296
H (-8.7843, 0.4816, 0.9006)  0.433
H (-10.5226, -0.3479, -0.2058)  0.295
H (-9.9098, -1.8280, -1.0178)  0.236
H (-10.4205, -0.4400, -1.9734)  0.250
H (-5.8380, -1.3696, -0.3695)  0.147
H (-7.1354, -2.1449, -0.9054)  0.298
C (-3.4659, -5.3486, 4.2425)  -1.387
C (-4.8533, -4.8643, 4.6532)  0.327
C (-5.9959, -5.7604, 4.1333)  -0.727
O (-6.3019, -5.5756, 2.7535)  -0.347
C (-5.4633, -6.2978, 1.8671)  -0.655
N (-5.0187, -3.4704, 4.2197)  -0.727
H (-3.2444, -5.1483, 3.1922)  0.247
H (-2.6967, -4.8426, 4.8331)  0.355
H (-3.3598, -6.4235, 4.4138)  0.348
H (-4.8912, -4.8885, 5.7480)  0.428
H (-6.9094, -5.4853, 4.6728)  0.339
H (-5.8129, -6.8188, 4.3535)  0.422
H (-5.1630, -7.2662, 2.2772)  0.328
H (-4.5854, -5.7017, 1.6101)  0.210
H (-6.0215, -6.4722, 0.9444)  0.241
H (-5.9084, -3.1219, 4.5742)  0.285
H (-5.1520, -3.4822, 3.2068)  0.305

Results
SMILES	O=C(O)Cc1ccc(S)c2nsnc12.COC[C@@H](C)N.COC[C@@H](C)N.COC[C@@H](C)N.COC[C@@H](C)N.COC[C@@H](C)N
charge	0
E_LUMO	-1.80	eV
strongest force on any atom	5.343	eV/A
gap between HOMO and LUMO	7.129	eV
calculated total energy	-76450.409	eV
spin multiplicity	1

=====

(2)
Density functional theory data (ωB97M-V/def2-TZVPD) for a cluster of 2 separate species, C28H62ClN3O2PS in total.

Each line ends with the Mulliken charge.
Cartesian coordinates (Å):
C (1.3803, -1.6643, 3.2825)  -0.867
C (2.8792, -1.7189, 3.6319)  -0.605
S (3.7049, -0.1490, 3.9678)  -0.121
C (4.3861, 0.4257, 2.3952)  -1.137
C (3.3858, 0.6758, 1.2627)  0.609
C (3.1755, -0.5608, 0.3985)  -2.086
C (2.5846, -0.0312, -0.8850)  1.512
Cl (2.5663, -1.3231, -2.1059)  -0.107
C (1.1908, 0.5742, -0.7623)  -0.575
C (0.5829, 1.1951, -2.0244)  -0.425
C (0.9206, 2.6870, -2.2680)  -0.631
C (-0.1822, 3.6487, -1.8056)  -0.334
C (-0.0198, 4.0989, -0.3543)  0.160
C (-1.0154, 5.1483, 0.1478)  -1.377
C (-2.4679, 4.6668, 0.3207)  -0.684
C (-3.3128, 4.4687, -0.9568)  -0.839
C (-3.7740, 3.0251, -1.3141)  -0.944
C (-3.4417, 1.9219, -0.3072)  0.121
C (-3.8453, 0.5239, -0.7905)  -0.745
O (-2.6856, -0.2613, -1.0617)  -0.329
C (-2.6079, -1.4963, -0.3855)  -0.932
N (3.6042, 1.0753, -1.1979)  0.692
C (4.8408, 0.6844, -1.9747)  -0.859
C (4.8495, 1.1899, -3.4179)  -0.938
C (4.3535, 0.2459, -4.5182)  -0.700
N (3.0084, 0.5573, -5.0022)  -0.559
C (3.8224, 1.7299, 0.1804)  0.340
P (5.5104, 2.5593, 0.4389)  0.198
N (5.0646, 3.6666, 1.6583)  -0.588
O (5.5086, 3.5196, -0.8925)  -0.474
H (1.0342, -0.6368, 3.1712)  0.273
H (1.1618, -2.1880, 2.3508)  0.214
H (0.7855, -2.1444, 4.0570)  0.366
H (3.0072, -2.2466, 4.5774)  0.473
H (3.4606, -2.2944, 2.9091)  0.379
H (5.1891, -0.2355, 2.0587)  0.543
H (4.8693, 1.3502, 2.7219)  0.183
H (2.4553, 1.0461, 1.6939)  0.478
H (4.1857, -0.8931, 0.1281)  0.358
H (2.6390, -1.3972, 0.8232)  0.529
H (0.5623, -0.2433, -0.4011)  -0.063
H (1.1883, 1.3305, 0.0261)  -0.240
H (0.8352, 0.5957, -2.9007)  0.568
H (-0.4970, 1.1043, -1.9185)  0.168
H (1.8400, 2.9921, -1.7437)  0.287
H (1.1110, 2.8396, -3.3328)  0.315
H (-1.1288, 3.1300, -1.9382)  -0.357
H (-0.2152, 4.5340, -2.4452)  0.467
H (-0.0541, 3.2372, 0.3257)  0.066
H (0.9936, 4.5170, -0.2731)  0.310
H (-0.9698, 6.0321, -0.4952)  0.408
H (-0.6797, 5.4569, 1.1410)  0.420
H (-2.9725, 5.4035, 0.9478)  0.332
H (-2.4328, 3.7578, 0.9203)  0.470
H (-2.7534, 4.8696, -1.8054)  0.370
H (-4.1947, 5.1040, -0.8825)  0.511
H (-3.3517, 2.7378, -2.2824)  0.308
H (-4.8552, 3.0187, -1.4687)  0.455
H (-2.3660, 1.8836, -0.1206)  -0.169
H (-3.9275, 2.1444, 0.6454)  0.452
H (-4.4220, 0.5946, -1.7180)  0.388
H (-4.4702, 0.0147, -0.0529)  0.397
H (-3.1576, -2.2833, -0.9110)  0.375
H (-1.5564, -1.7906, -0.3453)  0.203
H (-2.9795, -1.4205, 0.6410)  0.461
H (3.1176, 1.7767, -1.7555)  -0.481
H (5.6872, 1.1099, -1.4487)  0.548
H (4.9352, -0.3984, -1.9250)  0.770
H (4.3065, 2.1409, -3.4786)  0.471
H (5.8890, 1.4492, -3.6235)  0.429
H (5.0528, 0.3170, -5.3533)  0.338
H (4.3997, -0.7863, -4.1641)  0.343
H (2.5737, 1.3163, -4.4978)  0.134
H (2.3873, -0.2371, -4.9821)  0.323
H (3.0990, 2.5472, 0.2127)  -0.274
H (4.5386, 3.3021, 2.4411)  0.326
H (4.6505, 4.5357, 1.3472)  0.275
H (4.8682, 4.2412, -0.8858)  0.303
C (-2.4894, -4.7854, 3.1966)  -1.199
C (-2.8955, -5.1080, 1.7621)  -0.415
C (-4.2747, -4.5711, 1.3824)  -0.286
C (-5.4381, -5.1336, 2.2007)  -0.857
C (-5.5692, -6.6553, 2.1625)  -0.440
C (-5.8181, -7.2119, 0.7644)  -1.176
H (-3.1709, -5.2351, 3.9193)  0.314
H (-1.4885, -5.1596, 3.4171)  0.377
H (-2.4898, -3.7057, 3.3679)  0.263
H (-2.8603, -6.1891, 1.6059)  0.291
H (-2.1565, -4.6812, 1.0763)  0.334
H (-4.4501, -4.7666, 0.3207)  0.363
H (-4.2696, -3.4805, 1.4907)  0.133
H (-6.3669, -4.6880, 1.8317)  0.402
H (-5.3443, -4.8103, 3.2410)  0.353
H (-6.3948, -6.9461, 2.8161)  0.380
H (-4.6737, -7.1184, 2.5864)  0.232
H (-6.7259, -6.7855, 0.3323)  0.296
H (-5.9389, -8.2950, 0.7890)  0.382
H (-4.9911, -6.9922, 0.0870)  0.272

Results
charge	+1
E_LUMO	-2.45	eV
strongest force on any atom	0.516	eV/A
gap between HOMO and LUMO	9.016	eV
calculated total energy	-71247.656	eV
spin multiplicity	1

=====

no.,highest occupied orbital energy (Ha)
1,-0.3282
2,-0.4213